(1)
ORCA calculation (ωB97M-V/def2-TZVPD) on a molecular structure, C25H43N2O12P2S at a distorted geometry.

Structure (XYZ):
```
85
Properties=species:S:1:pos:R:3
C -3.0920 0.1835 -1.4966
C -2.1215 -0.6601 -2.1557
C -0.9279 -1.3832 -1.3131
C -0.6425 -0.5344 0.0209
C -0.1122 0.9531 -0.1600
C 0.1980 1.8568 1.0822
C 0.7735 3.3334 0.8676
O 0.6899 4.2901 1.7085
O 1.3831 3.5885 -0.3649
C -0.0686 1.2761 2.5168
N 0.0847 1.8833 3.8352
S -0.4005 0.7300 5.0157
N -0.8165 -0.6963 4.1146
C -0.5952 -0.2004 2.7747
C -0.8398 -1.0425 1.4663
O -1.2837 -2.4244 1.6346
C -0.0417 -3.2003 1.4114
C 0.1767 -4.3717 2.4923
C -0.3236 -5.8153 1.9470
O -0.4087 -4.0343 3.7975
H -3.4303 -0.1991 -0.4580
H -3.5271 1.1193 -1.9907
H -2.2760 -0.8145 -3.2842
H -0.0201 -1.3747 -2.0107
H -1.2273 -2.4689 -1.0668
H 0.0612 1.3075 -1.2358
H 0.8583 -2.4762 1.5193
H -0.0697 -3.5545 0.3225
H 1.3148 -4.4806 2.6996
H 0.0380 -5.8815 0.8497
H 0.2201 -6.5975 2.6044
H -1.4579 -5.9493 1.9998
H 0.3240 -3.5268 4.2354
O -4.8095 -0.4775 -9.7008
P -4.6850 0.3798 -8.4357
O -3.1827 -0.1652 -8.0020
C -2.0613 0.2421 -8.7684
C -1.7478 1.7154 -8.5757
O -5.5726 -0.6177 -7.4505
C -6.5070 -1.5384 -8.0000
C -5.8583 -2.8884 -8.2548
O -4.5872 1.4067 -7.0595
C -4.9346 2.7741 -7.2604
C -6.2724 2.9492 -7.9535
H -2.2254 0.0157 -9.8239
H -1.2108 -0.3532 -8.4310
H -2.5011 2.3332 -9.0754
H -0.7757 1.9635 -9.0100
H -1.7440 1.9833 -7.5177
H -6.9635 -1.1318 -8.9060
H -7.3144 -1.6605 -7.2721
H -4.9079 -2.7988 -8.7854
H -6.5227 -3.5312 -8.8377
H -5.6375 -3.3880 -7.3076
H -4.1437 3.2702 -7.8284
H -4.9712 3.2448 -6.2748
H -6.2445 2.5565 -8.9759
H -6.5387 4.0073 -8.0079
H -7.0584 2.4101 -7.4198
O 6.9515 1.4562 7.3799
P 5.5263 1.1461 6.9079
O 4.8134 1.1949 8.4028
C 4.6621 2.4496 9.0453
C 3.6249 3.3185 8.3555
O 5.7178 -0.4998 6.7997
C 7.0119 -1.0732 6.6681
C 7.6011 -1.4098 8.0276
O 3.9570 0.8571 6.2709
C 3.5723 1.6481 5.1468
C 4.6026 1.6370 4.0348
H 5.6246 2.9630 9.0980
H 4.3387 2.2475 10.0684
H 4.0117 3.6870 7.4002
H 3.3794 4.1885 8.9704
H 2.7116 2.7568 8.1519
H 7.6696 -0.4156 6.0941
H 6.9057 -1.9932 6.0858
H 7.5156 -0.5811 8.7337
H 8.6562 -1.6797 7.9342
H 7.0670 -2.2531 8.4744
H 3.3762 2.6719 5.4735
H 2.6303 1.2404 4.7729
H 5.5372 2.1128 4.3544
H 4.2300 2.1809 3.1638
H 4.8436 0.6128 3.7404
```

As for the charge: -1. Its spin multiplicity is 1. For the frontier orbital gap, the calculation gives 4.114 eV. For the LUMO energy, the calculation gives -0.34 eV.

(2)
ORCA calculation (ωB97M-V/def2-TZVPD) on a molecular structure, C25H43NP2Yb at a distorted geometry.

Structure (XYZ):
```
72
Properties=species:S:1:pos:R:3
Yb -0.7626 -2.0704 -0.4831
C -2.9709 -0.3596 1.2200
C -2.7750 0.0976 -0.1131
C -3.6130 -2.0539 -0.1913
C -3.4780 -1.6795 1.1677
C -3.1640 -0.9639 -0.9901
C -2.7715 0.4505 2.4554
H -3.2321 1.4475 2.3745
H -1.7057 0.6051 2.6770
H -3.2132 -0.0379 3.3356
C -3.9177 -2.4944 2.3248
H -4.0360 -1.8781 3.2237
H -3.2136 -3.3058 2.5658
H -4.8926 -2.9641 2.1299
C -4.2876 -3.2819 -0.6864
H -5.3495 -3.3110 -0.3839
H -3.8236 -4.1976 -0.2904
H -4.2680 -3.3407 -1.7827
C -3.1583 -0.9181 -2.4722
H -3.8831 -1.6257 -2.8897
H -2.1741 -1.1515 -2.9222
H -3.4343 0.0860 -2.8205
C -2.4058 1.4742 -0.5194
H -2.8751 1.7839 -1.4669
H -1.3135 1.5835 -0.6634
H -2.6833 2.2094 0.2528
C 0.5295 2.8834 3.1351
C -0.3751 3.8009 2.7635
C -0.3962 4.4527 1.4156
C 0.9760 4.8998 0.8450
C 1.4805 4.0563 -0.2834
C 1.4553 2.7176 -0.3127
C 0.9830 1.8705 0.8409
C 1.5672 2.2915 2.2092
H -1.0467 5.3350 1.4869
H 1.7178 4.9847 1.6555
H -0.8874 3.7921 0.6931
H 2.4542 2.9335 2.0828
H 0.5242 2.4604 4.1548
H -1.1461 4.1128 3.4714
H 1.9401 1.3849 2.7060
H -0.1086 1.8054 0.9149
H 1.7669 2.1631 -1.2141
H 1.2872 0.8235 0.6641
H 0.8228 5.9024 0.4209
H 1.9473 4.6127 -1.1115
P 2.9027 -0.4978 -0.3650
P 1.3308 -2.5519 -2.0667
C 3.9160 -1.6273 -1.4562
C 3.1326 -2.8940 -1.7859
H 4.8329 -1.8467 -0.8938
H 4.1986 -1.0786 -2.3655
H 3.5396 -3.4133 -2.6646
H 3.1882 -3.5955 -0.9410
C 0.9083 -4.0800 -2.9634
H -0.1256 -4.0416 -3.3238
H 1.0131 -4.9559 -2.3037
H 1.6047 -4.1979 -3.8109
C 1.3467 -1.2582 -3.3783
H 2.2145 -1.3425 -4.0504
H 1.3519 -0.2448 -2.9451
H 0.4289 -1.3427 -3.9815
C 3.5432 -1.0324 1.2828
H 2.7045 -1.2444 1.9465
H 4.1342 -0.2136 1.7123
H 4.1631 -1.9281 1.1806
C 4.0732 0.9278 -0.6019
H 5.0758 0.6884 -0.2037
H 3.6950 1.8381 -0.1152
H 4.1633 1.1364 -1.6770
N 0.4032 -1.2121 2.6647
C 0.1705 -1.3783 1.5167
```

As for the charge: +1. Its spin multiplicity is 2. For the frontier orbital gap (spin up / spin down), the calculation gives 7.540 / 5.580 eV. For the LUMO energy (spin up / spin down), the calculation gives -3.31 / -5.27 eV. The expectation value of S² is 0.77.

(3)
ORCA calculation (ωB97M-V/def2-TZVPD) on a molecular structure, C25H44BN3O20S at a distorted geometry.

Structure (XYZ):
```
94
Properties=species:S:1:pos:R:3
C 3.0249 -5.5812 -0.2161
C 2.0329 -4.4656 -0.7227
C 2.5157 -3.1095 -0.9655
N 3.8935 -2.8042 -0.7790
C 1.4785 -2.0785 -1.4096
B 1.9285 -0.5467 -1.6512
O 1.2320 0.2937 -2.5618
O 3.0214 -0.0409 -0.9102
C 0.0808 -2.3777 -1.5992
C -0.4156 -3.7638 -1.3954
N -1.7438 -4.1611 -1.5605
S -1.6034 -5.7800 -1.1949
N -0.0173 -6.0566 -0.7954
C 0.5976 -4.8121 -0.9451
H 2.4998 -6.0576 0.6642
H 3.9562 -5.1163 0.2100
H 3.2313 -6.3647 -0.9853
H 4.4868 -3.6194 -0.9497
H 4.2265 -2.0946 -1.4382
H 0.9153 1.0609 -2.0427
H 2.9347 -0.3814 0.0025
H -0.6133 -1.5628 -1.8951
C -0.5004 -12.6977 -3.4465
O 0.4752 -11.6701 -3.6137
C 0.0738 -10.4605 -3.2027
O -0.9999 -10.1961 -2.7262
O 1.0737 -9.5981 -3.4142
C 0.7822 -8.2567 -3.0185
H -0.0656 -13.6267 -3.8118
H -0.7515 -12.8225 -2.3925
H -1.3944 -12.4790 -4.0316
H 0.5828 -8.1963 -1.9498
H -0.0585 -7.8603 -3.5901
H 1.6619 -7.6535 -3.2394
C -5.0296 2.7176 -4.0319
O -4.1483 1.7421 -3.4748
C -3.0512 1.5086 -4.2074
O -2.7719 2.0385 -5.2506
O -2.3216 0.5828 -3.5743
C -1.1090 0.2287 -4.2444
H -5.8766 2.8211 -3.3547
H -4.5313 3.6841 -4.1144
H -5.4003 2.3911 -5.0042
H -0.4533 1.0937 -4.3354
H -1.3222 -0.1990 -5.2255
H -0.6066 -0.5211 -3.6448
C 2.5526 5.6964 1.5951
O 3.4235 5.1296 0.6136
C 2.8011 4.4039 -0.3212
O 1.6144 4.2046 -0.3897
O 3.7255 3.9360 -1.1671
C 3.1941 3.1371 -2.2231
H 3.1671 6.2589 2.2960
H 1.8421 6.3812 1.1313
H 2.0296 4.9135 2.1452
H 2.5089 3.7202 -2.8406
H 2.6978 2.2558 -1.8233
H 4.0258 2.8110 -2.8452
C -10.1975 0.0943 -0.0955
O -9.0722 -0.6239 -0.5986
C -7.9396 0.0896 -0.6408
O -7.8148 1.2383 -0.2997
O -6.9736 -0.6951 -1.1274
C -5.6976 -0.0595 -1.2290
H -11.0513 -0.5812 -0.1082
H -10.0223 0.4135 0.9326
H -10.4231 0.9514 -0.7312
H -5.3437 0.2522 -0.2453
H -5.7441 0.7896 -1.9079
H -4.9954 -0.7864 -1.6337
C 4.3168 2.1097 6.8353
O 4.6293 1.8704 5.4640
C 5.1478 2.9278 4.8266
O 5.3569 4.0111 5.3087
O 5.3918 2.5697 3.5612
C 5.9515 3.6078 2.7557
H 3.9063 1.1882 7.2449
H 5.2159 2.3688 7.3957
H 3.5661 2.8956 6.9277
H 6.9164 3.9260 3.1526
H 5.2658 4.4525 2.6860
H 6.1057 3.2059 1.7557
C -1.8893 7.2706 3.9133
O -1.4423 7.6321 5.2198
C -0.1670 7.3158 5.4706
O 0.5910 6.7743 4.7072
O 0.1199 7.7058 6.7175
C 1.4601 7.4288 7.1235
H -2.9310 7.5746 3.8262
H -1.3104 7.7923 3.1502
H -1.8295 6.1911 3.7705
H 2.1721 7.9566 6.4881
H 1.6532 6.3555 7.1083
H 1.5751 7.7872 8.1451
```

Its spin multiplicity is 1. For the frontier orbital gap, the calculation gives 7.384 eV. For the LUMO energy, the calculation gives -1.00 eV.

Total energy for the records above, in order: -3071.36162; -2874.22240; -3071.21238 hartree